No. 1
Molecular formula: C5H12NO2
Method: DFT, ωB97M-V/def2-TZVPD

Values from the calculation:
relative energy (zero: lowest compared OMol25 entry of this formula, charge and spin): 84.7 kcal per mole
E: -10963.317 eV
SMILES: C[C@@H](CCO)NC[O-]
charge: -1
HOMO-LUMO gap: 6.0 eV

Positions of all 20 atoms, in Å:
C  1.57  0.51  -1.10
C  0.28  0.10  -0.35
C  0.30  -1.26  0.43
C  -1.05  -1.98  0.46
O  -1.11  -3.07  1.35
N  -0.10  1.16  0.63
C  -0.71  2.47  -0.10
O  0.16  3.14  -0.84
H  2.47  0.66  -0.55
H  1.61  -0.12  -2.00
H  1.29  1.46  -1.59
H  -0.52  0.01  -1.12
H  0.95  -1.83  -0.30
H  0.72  -1.13  1.43
H  -1.86  -1.23  0.54
H  -1.15  -2.53  -0.51
H  -0.91  -2.84  2.26
H  0.67  1.32  1.27
H  -1.55  2.18  -0.75
H  -1.08  2.97  0.84

These are the Löwdin partial charges, in e, on atoms 1 to 6: -0.093, -0.431, -0.169, -0.304, -0.096, -0.050



No. 2
Molecular formula: CH3O3
Method: DFT, ωB97M-V/def2-TZVPD

Values from the calculation:
relative energy (zero: lowest compared OMol25 entry of this formula, charge and spin): 4.2 kcal per mole
E: -7229.825 eV
charge: -1
HOMO-LUMO gap: 8.8 eV

Positions of all 7 atoms, in Å:
O  -0.69  -0.40  -1.90
H  -1.16  0.42  -1.82
O  1.52  0.62  0.51
C  0.60  0.15  1.17
O  -0.23  -0.75  0.86
H  0.46  0.65  2.16
H  -0.50  -0.68  -0.98

These are the Löwdin partial charges, in e, on atoms 1 to 6: -0.111, 0.002, -0.111, -0.695, -0.152, 0.081



No. 3
Molecular formula: C45H54N2O4
Method: DFT, ωB97M-V/def2-TZVPD

Values from the calculation:
E: -58699.768 eV
SMILES: CCCC[C@](C#N)(OCCOCC)[C@H](C#N)CCC(=O)O.c1ccccc1.c1ccccc1.c1ccccc1.c1ccccc1.c1ccccc1
HOMO-LUMO gap: 9.4 eV

Positions of all 105 atoms, in Å:
C  2.69  -2.76  -1.81
C  1.67  -2.94  -0.54
C  0.23  -2.13  -0.75
C  -0.57  -2.94  -1.93
C  -1.48  -2.01  -2.92
C  -1.40  -2.74  -4.43
N  -1.45  -3.17  -5.67
O  -1.07  -0.60  -3.03
C  0.20  -0.43  -3.75
C  0.86  1.07  -3.40
O  0.87  1.38  -1.97
C  2.20  1.21  -1.37
C  2.67  2.61  -0.59
C  -3.06  -2.21  -2.45
C  -4.14  -1.50  -3.50
N  -5.06  -0.99  -4.28
C  -3.34  -1.87  -0.87
C  -2.92  -0.35  -0.41
C  -3.82  0.85  -1.06
O  -3.15  1.71  -1.88
O  -5.26  1.08  -0.88
H  3.12  -1.65  -1.89
H  2.19  -2.97  -2.86
H  3.58  -3.54  -1.73
H  1.38  -4.07  -0.45
H  2.16  -2.62  0.50
H  -0.33  -2.09  0.29
H  0.53  -1.02  -1.01
H  -1.30  -3.70  -1.39
H  0.12  -3.60  -2.62
H  0.09  -0.43  -4.94
H  1.01  -1.26  -3.51
H  0.09  1.84  -3.90
H  1.88  1.25  -3.94
H  2.25  0.37  -0.53
H  3.06  0.97  -2.13
H  3.33  3.27  -1.31
H  3.31  2.41  0.37
H  1.71  3.23  -0.24
H  -3.26  -3.38  -2.57
H  -4.48  -2.01  -0.64
H  -2.76  -2.62  -0.16
H  -3.12  -0.30  0.77
H  -1.77  -0.19  -0.54
H  -5.50  1.75  -1.61
C  1.66  6.16  -1.28
C  2.78  6.06  -2.11
C  3.82  6.98  -1.98
C  3.74  7.99  -1.03
C  2.62  8.10  -0.21
C  1.58  7.18  -0.33
H  0.85  5.44  -1.37
H  2.83  5.27  -2.85
H  4.69  6.90  -2.63
H  4.56  8.71  -0.93
H  2.56  8.89  0.53
H  0.71  7.26  0.32
C  -4.73  -2.25  4.75
C  -5.01  -1.36  3.72
C  -5.09  -1.83  2.40
C  -4.87  -3.18  2.13
C  -4.58  -4.06  3.16
C  -4.51  -3.60  4.48
H  -4.68  -1.89  5.78
H  -5.17  -0.31  3.93
H  -5.31  -1.13  1.59
H  -4.93  -3.54  1.10
H  -4.41  -5.11  2.95
H  -4.29  -4.29  5.29
C  1.39  -6.62  -5.14
C  2.29  -7.61  -5.54
C  2.40  -7.93  -6.90
C  1.61  -7.28  -7.84
C  0.70  -6.30  -7.43
C  0.60  -5.97  -6.08
H  1.31  -6.36  -4.08
H  2.91  -8.12  -4.81
H  3.11  -8.70  -7.21
H  1.70  -7.53  -8.89
H  0.08  -5.80  -8.16
H  -0.11  -5.21  -5.76
C  2.85  1.02  3.46
C  2.45  2.31  3.83
C  2.91  2.85  5.03
C  3.76  2.12  5.85
C  4.15  0.83  5.48
C  3.69  0.28  4.28
H  2.49  0.60  2.52
H  1.78  2.88  3.19
H  2.60  3.86  5.32
H  4.12  2.55  6.79
H  4.81  0.26  6.13
H  4.00  -0.72  3.99
C  -1.31  4.45  7.86
C  -0.41  3.46  7.45
C  -0.30  3.13  6.10
C  -1.09  3.79  5.15
C  -2.00  4.76  5.56
C  -2.10  5.09  6.92
H  -1.39  4.70  8.91
H  0.21  2.95  8.18
H  0.41  2.37  5.78
H  -1.00  3.53  4.10
H  -2.62  5.27  4.83
H  -2.81  5.86  7.23

These are the Löwdin partial charges, in e, on atoms 1 to 6: -0.142, -0.241, -0.178, -0.127, -0.344, -0.050



No. 4
Molecular formula: C4H8N2O
Method: DFT, ωB97M-V/def2-TZVPD

Values from the calculation:
relative energy (zero: lowest compared OMol25 entry of this formula, charge and spin): 86.3 kcal per mole
E: -9302.653 eV
SMILES: N=C=CCO.C=N
HOMO-LUMO gap: 9.8 eV

Positions of all 15 atoms, in Å:
N  -1.57  -0.94  -1.53
C  -0.45  -0.42  -1.41
C  0.66  0.21  -1.16
C  1.85  -0.34  -0.41
O  2.33  0.58  0.54
H  -2.12  -0.70  -0.69
H  0.70  1.26  -1.44
H  2.67  -0.52  -1.12
H  1.60  -1.32  0.05
H  1.56  0.96  0.98
C  -1.81  0.39  1.16
N  -0.55  0.50  1.26
H  -2.36  -0.52  1.42
H  -2.40  1.24  0.81
H  -0.13  -0.39  1.53

These are the Löwdin partial charges, in e, on atoms 1 to 6: 0.138, -0.210, -0.110, -0.286, -0.081, 0.028



No. 5
Molecular formula: C38H28Cl2IN6O3S2W
Method: DFT, ωB97M-V/def2-TZVPD

Values from the calculation:
relative energy (zero: lowest compared OMol25 entry of this formula, charge and spin): 10.4 kcal per mole
multiplicity: 3
E: -111582.801 eV
charge: +1
HOMO-LUMO gap (alpha / beta): 6.9 / 7.1 eV

Positions of all 81 atoms, in Å:
W  0.46  0.16  0.11
C  -4.46  6.77  2.59
C  -3.75  5.49  2.28
C  -4.40  4.27  2.39
C  -3.75  3.07  2.13
C  -2.41  3.11  1.75
C  -1.74  4.32  1.63
C  -2.41  5.50  1.89
S  -1.58  1.63  1.35
O  -2.42  0.55  1.80
O  -0.18  1.65  1.86
N  -1.20  1.65  -0.19
C  -2.02  1.33  -1.29
C  -3.38  1.60  -1.41
C  -4.02  1.20  -2.58
C  -3.30  0.57  -3.58
C  -1.94  0.36  -3.37
N  -1.32  0.73  -2.25
H  -5.54  6.65  2.55
H  -4.17  7.56  1.89
H  -4.21  7.11  3.59
H  -5.44  4.24  2.69
H  -4.25  2.12  2.24
H  -0.70  4.34  1.35
H  -1.89  6.45  1.81
H  -3.92  2.10  -0.62
H  -5.08  1.39  -2.70
H  -3.76  0.25  -4.50
H  -1.33  -0.14  -4.11
Cl  -2.31  -5.37  3.54
C  -1.89  -4.17  2.36
C  -2.41  -4.24  1.10
C  -2.10  -3.26  0.13
I  -2.93  -3.37  -1.76
C  -1.26  -2.22  0.44
O  -0.91  -1.24  -0.37
C  -0.69  -2.19  1.73
N  0.18  -1.15  1.93
C  0.63  -0.94  3.15
C  0.33  -1.80  4.22
C  -0.46  -2.90  4.01
C  -1.01  -3.12  2.73
H  -3.08  -5.05  0.84
H  1.23  -0.06  3.33
H  0.74  -1.58  5.20
H  -0.68  -3.59  4.81
N  2.57  -0.87  -3.41
C  2.40  -2.21  -3.05
C  2.81  -3.39  -3.66
C  2.45  -4.56  -3.03
C  1.71  -4.55  -1.84
C  1.30  -3.39  -1.24
C  1.66  -2.19  -1.86
N  1.43  -0.86  -1.51
C  1.98  -0.13  -2.46
C  1.89  1.32  -2.37
C  2.32  2.32  -3.19
S  1.98  3.83  -2.46
C  1.29  3.05  -1.12
N  1.30  1.75  -1.20
H  3.12  -0.53  -4.18
H  3.38  -3.38  -4.58
H  2.74  -5.50  -3.47
H  1.45  -5.50  -1.38
H  0.74  -3.40  -0.31
H  2.81  2.25  -4.14
H  0.84  3.58  -0.29
Cl  4.81  1.21  -1.03
C  4.55  -0.41  -0.39
C  5.43  -1.39  -0.81
C  5.34  -2.67  -0.30
C  4.36  -2.94  0.65
C  3.48  -1.95  1.05
C  3.53  -0.66  0.53
C  2.51  0.36  0.96
H  6.21  -1.13  -1.53
H  6.03  -3.43  -0.63
H  4.28  -3.93  1.07
H  2.72  -2.20  1.78
H  2.85  1.36  0.70
H  2.46  0.33  2.05

These are the Löwdin partial charges, in e, on atoms 1 to 6: 1.712, -0.037, -0.252, -0.017, -0.045, -0.294



No. 6
Molecular formula: C2H3ClO2S
Method: DFT, ωB97M-V/def2-TZVPD

Values from the calculation:
relative energy (zero: lowest compared OMol25 entry of this formula, charge and spin): 67.4 kcal per mole
E: -29571.790 eV
HOMO-LUMO gap (alpha / beta): 7.8 / 7.4 eV

Positions of all 9 atoms, in Å:
C  0.93  0.14  -1.00
C  0.59  -1.18  -0.71
O  -1.34  1.07  1.92
O  -0.04  -1.98  -1.34
S  -1.57  1.36  0.39
Cl  1.49  -1.72  0.79
H  1.56  0.82  -0.40
H  0.62  0.72  -1.83
H  -2.23  0.76  2.18

These are the Löwdin partial charges, in e, on atoms 1 to 6: -0.009, -0.880, -0.564, 0.050, 0.683, 0.569



No. 7
Molecular formula: C32H29BCrF4N2O5PS2
Method: DFT, ωB97M-V/def2-TZVPD

Values from the calculation:
relative energy (zero: lowest compared OMol25 entry of this formula, charge and spin): 0.0 kcal per mole
multiplicity: 2
E: -117811.083 eV
charge: -2
HOMO-LUMO gap (alpha / beta): 6.8 / 6.6 eV

Positions of all 77 atoms, in Å:
Cr  1.13  -0.01  -0.86
C  -3.14  0.58  -1.49
C  -1.68  0.34  -1.73
N  -0.85  0.37  -0.74
N  -1.37  0.77  0.49
C  -0.50  1.41  1.19
S  1.14  1.78  0.79
S  -0.94  1.97  2.80
C  -2.64  1.35  3.00
C  -3.69  2.40  2.78
C  -4.62  2.72  3.76
C  -5.60  3.67  3.53
C  -5.67  4.32  2.31
C  -4.74  4.01  1.32
C  -3.76  3.06  1.55
C  -1.14  0.23  -3.08
C  -1.94  -0.18  -4.16
C  -1.48  -0.17  -5.46
C  -0.19  0.30  -5.72
C  0.62  0.73  -4.69
C  0.19  0.67  -3.35
O  1.03  1.03  -2.42
H  -3.28  1.56  -1.03
H  -3.53  -0.16  -0.79
H  -3.71  0.55  -2.42
H  -2.71  0.93  4.00
H  -2.72  0.54  2.28
H  -4.57  2.21  4.72
H  -6.31  3.91  4.31
H  -6.44  5.06  2.13
H  -4.79  4.51  0.36
H  -3.03  2.82  0.79
H  -2.94  -0.56  -3.96
H  -2.11  -0.53  -6.26
H  0.18  0.31  -6.73
H  1.64  1.05  -4.86
O  2.91  -1.47  1.84
C  1.73  -1.63  1.63
O  1.03  -1.23  0.62
C  0.89  -2.43  2.65
P  -0.91  -2.04  2.63
C  -1.58  -2.76  1.08
C  -0.83  -3.42  0.11
C  -1.44  -3.89  -1.04
C  -2.80  -3.72  -1.24
C  -3.56  -3.05  -0.29
C  -2.94  -2.56  0.86
C  -1.44  -3.34  3.84
C  -1.27  -3.03  5.19
C  -1.61  -3.94  6.18
C  -2.16  -5.17  5.84
C  -2.34  -5.48  4.51
C  -1.99  -4.58  3.51
H  1.24  -2.16  3.65
H  1.09  -3.50  2.51
H  0.24  -3.52  0.20
H  -0.82  -4.38  -1.79
H  -3.27  -4.08  -2.15
H  -4.62  -2.88  -0.45
H  -3.53  -2.02  1.59
H  -0.85  -2.07  5.47
H  -1.46  -3.68  7.23
H  -2.43  -5.87  6.62
H  -2.77  -6.44  4.23
H  -2.13  -4.84  2.47
F  4.08  1.70  -2.43
B  4.06  0.32  -2.32
F  5.33  -0.17  -2.01
F  3.58  -0.28  -3.49
F  3.17  -0.05  -1.22
C  1.30  -3.07  -3.76
C  1.37  -2.70  -2.28
O  1.90  -3.46  -1.48
O  0.83  -1.56  -2.04
H  2.09  -2.52  -4.28
H  0.34  -2.76  -4.19
H  1.46  -4.14  -3.90

These are the Löwdin partial charges, in e, on atoms 1 to 6: 0.740, -0.005, -0.221, -0.045, -0.049, -1.108



No. 8
Molecular formula: H20KrO10
Method: DFT, ωB97M-V/def2-TZVPD

Values from the calculation:
relative energy (zero: lowest compared OMol25 entry of this formula, charge and spin): 20.2 kcal per mole
E: -95729.514 eV
HOMO-LUMO gap: 9.9 eV

Positions of all 31 atoms, in Å:
Kr  -0.39  0.30  0.12
O  -0.43  3.64  -1.07
H  -0.81  3.50  -0.20
H  -0.96  3.10  -1.65
O  -0.03  -3.94  -0.35
H  -0.85  -3.65  0.07
H  0.65  -3.44  0.10
O  3.37  0.97  -0.83
H  3.05  1.86  -0.65
H  3.32  0.52  0.00
O  2.05  -2.80  0.95
H  2.94  -3.09  1.17
H  2.13  -1.86  0.81
O  -3.83  -0.23  -0.47
H  -3.61  -0.03  0.44
H  -4.70  -0.64  -0.42
O  1.73  2.41  2.51
H  2.52  2.61  3.01
H  1.83  2.89  1.69
O  0.38  -0.16  -3.66
H  -0.36  -0.15  -3.05
H  0.14  0.47  -4.34
O  -2.10  -0.94  -2.69
H  -2.66  -0.62  -1.98
H  -2.05  -1.89  -2.55
O  -3.36  0.16  2.13
H  -4.03  0.77  2.44
H  -2.65  0.23  2.78
O  2.76  -0.17  1.57
H  3.49  -0.44  2.14
H  2.43  0.62  1.98

These are the Löwdin partial charges, in e, on atoms 1 to 6: 0.272, -0.075, 0.008, 0.023, -0.070, 0.017